No. 1
# C4H9NO3

C4H9NO3 in the gas phase (wB97M-V/def2-TZVPD, the Open Molecules 2025 dataset).

Geometry as ORCA input:
```
! wB97M-V def2-TZVPD RIJCOSX def2/J DEFGRID3
* xyz 0 1
O -1.168 -1.691 1.085
O 0.378 2.838 -0.370
O 0.825 -2.480 0.529
N 1.423 0.149 -0.562
C 0.024 -0.352 -0.467
C 0.014 -1.607 0.374
C -0.748 2.040 -0.739
C -0.833 0.781 0.124
H -1.588 2.677 -0.543
H 1.895 -0.401 -1.272
H -0.638 1.761 -1.784
H -1.037 -2.484 1.629
H 1.885 -0.008 0.326
H -0.356 -0.537 -1.462
H -0.430 1.046 1.099
H -1.864 0.458 0.188
H 1.151 2.301 -0.595
*
```

Properties
largest force on an atom	2.39	eV/A
relative energy (zero: lowest compared OMol25 entry of this formula, charge and spin)	19.9	kcal per mole
HOMO-LUMO gap	10.51	eV
highest occupied orbital energy	-9.90	eV
SMILES	N[C@H](CCO)C(=O)O
electronic energy	-11926.678	eV

Results of the natural (NBO) charge analysis, in e, for atoms 1 through 2: O -0.696; O -0.737

---

No. 2
# C6H18N2

2 unconnected molecules or ions with the total composition C6H18N2 (wB97M-V/def2-TZVPD, the Open Molecules 2025 dataset).

Geometry as ORCA input:
```
! wB97M-V def2-TZVPD RIJCOSX def2/J DEFGRID3
* xyz 0 1
N 1.792 -1.657 0.825
N -1.456 1.263 -0.641
C 1.090 -2.552 1.756
C -2.520 3.541 -0.688
C 3.009 -1.482 -1.223
C 2.203 -2.397 -0.356
C -1.427 2.628 -0.159
C -2.541 0.601 0.041
H 0.081 -2.703 1.336
H 1.517 -3.538 2.008
H -3.435 3.399 -0.089
H -1.369 2.695 0.945
H 1.309 -2.762 -0.898
H 2.835 -3.275 -0.121
H -2.055 0.433 1.017
H 2.628 -1.242 1.256
H -2.776 3.432 -1.755
H -0.571 0.784 -0.429
H -0.486 3.038 -0.571
H -2.144 4.564 -0.519
H 2.373 -0.588 -1.336
H 3.921 -1.197 -0.673
H 3.299 -1.836 -2.226
H 1.001 -1.961 2.683
H -2.819 -0.377 -0.387
H -3.460 1.189 0.203
*
```

Properties
largest force on an atom	2.22	eV/A
relative energy (zero: lowest compared OMol25 entry of this formula, charge and spin)	19.7	kcal per mole
HOMO-LUMO gap	9.53	eV
highest occupied orbital energy	-8.51	eV
SMILES	CCNC.CCNC
electronic energy	-9492.911	eV

Results of the natural (NBO) charge analysis, in e, for atoms 1 through 2: N -0.621; N -0.628

---

No. 3
# C20H27N3O5S

C20H27N3O5S in the gas phase (wB97M-V/def2-TZVPD, the Open Molecules 2025 dataset).

Geometry as ORCA input:
```
! wB97M-V def2-TZVPD RIJCOSX def2/J DEFGRID3
* xyz 0 1
S -1.874 -2.902 -1.229
O -0.996 -1.972 -1.894
O -4.709 -0.831 -0.290
O -1.681 -4.295 -1.530
O 1.467 2.947 -2.047
O 1.873 -2.491 1.013
N 0.135 -1.140 1.181
N -3.071 -0.094 -1.674
N -0.722 1.991 -0.541
C -2.009 1.515 -0.090
C 2.050 1.044 2.096
C -0.688 3.363 -1.011
C 0.772 -3.230 0.756
C -0.309 -2.395 0.866
C -3.856 -1.041 -1.129
C 3.062 1.967 2.334
C -3.585 -2.434 -1.668
C 1.409 1.603 -1.622
C -0.037 1.125 -1.484
C 4.733 0.449 1.535
C 3.750 -0.485 1.291
C -1.729 -2.684 0.588
C 2.407 -0.203 1.558
C 0.779 3.780 -1.144
C 0.635 1.404 2.390
C -3.087 1.262 -1.170
C 0.901 -4.674 0.449
C 4.387 1.685 2.058
C 1.433 -1.235 1.263
H 5.765 0.218 1.318
H -1.833 0.582 0.453
H 1.914 -4.884 0.115
H 0.104 0.565 2.831
H 4.008 -1.449 0.880
H -1.180 3.487 -1.991
H -3.636 -2.476 -2.753
H 0.697 -5.275 1.336
H -2.365 -1.853 0.877
H -0.050 0.102 -1.109
H 2.799 2.930 2.748
H 0.194 -4.950 -0.330
H 1.257 3.730 -0.155
H -4.077 1.416 -0.734
H -2.957 1.950 -2.008
H 1.922 1.496 -0.656
H 5.148 2.426 2.251
H -2.247 -0.400 -2.178
H -1.187 4.004 -0.282
H 0.589 2.261 3.057
H -2.392 2.254 0.619
H 1.934 1.020 -2.380
H -0.508 1.152 -2.482
H -4.257 -3.162 -1.223
H -2.070 -3.618 1.024
H 0.131 1.652 1.456
H 0.860 4.794 -1.540
*
```

Properties
largest force on an atom	1.35	eV/A
relative energy (zero: lowest compared OMol25 entry of this formula, charge and spin)	78.3	kcal per mole
HOMO-LUMO gap	8.88	eV
highest occupied orbital energy	-8.31	eV
SMILES	Cc1ccccc1-c1nc(CS(=O)(=O)CC(=O)NCCN2CCOCC2)c(C)o1
electronic energy	-46721.271	eV

Results of the natural (NBO) charge analysis, in e, for atoms 1 through 2: S 2.157; O -0.966

---

No. 4
# C37H90N11O23S

16 unconnected molecules or ions with the total composition C37H90N11O23S (wB97M-V/def2-TZVPD, the Open Molecules 2025 dataset).

Geometry as ORCA input:
```
! wB97M-V def2-TZVPD RIJCOSX def2/J DEFGRID3
* xyz -2 2
S 1.646 -0.128 4.223
O 3.971 0.165 -0.637
O 4.005 2.080 1.362
O -1.027 -6.586 -0.990
O -1.702 2.352 -6.363
O -2.527 2.242 4.164
O -0.149 -4.695 5.395
O 6.634 1.894 -0.340
O 3.472 -2.800 -3.159
O -1.213 2.446 0.309
O 0.168 -3.015 -6.612
O -6.115 2.922 -0.992
O 0.276 0.174 4.199
O 2.017 -0.473 5.607
O 1.894 -1.263 3.359
O -3.116 1.296 6.865
O 4.604 -1.851 3.631
O 2.376 1.044 3.850
O -2.229 -0.528 4.976
O 2.885 -3.179 1.607
O 0.071 6.097 -2.572
O -4.238 0.326 2.915
O -3.535 0.155 -1.766
O 2.699 4.067 3.130
N 0.129 -3.126 3.894
N 0.482 2.173 -6.510
N 0.058 -5.205 -6.446
N -4.671 4.116 -2.162
N 1.012 -7.112 -0.368
N -0.815 1.452 -0.512
N 2.929 -2.535 -0.996
N -6.109 -0.685 3.195
N 0.550 6.710 -0.508
N -5.603 0.589 -2.509
N -0.344 2.660 3.580
C 0.210 -4.796 -0.067
C -4.273 3.795 0.254
C -0.511 0.514 -2.826
C -2.143 -0.914 6.361
C 4.975 -2.557 2.477
C -2.122 0.390 7.241
C 5.127 0.316 -1.441
C -1.513 -0.125 1.339
C 2.016 -3.930 5.299
C -1.649 2.977 3.733
C 3.257 3.151 0.839
C 3.128 -3.273 -2.071
C 2.291 6.569 -2.318
C 0.095 -4.013 -5.903
C 4.014 -3.744 2.240
C 0.042 -4.002 -4.389
C -0.845 0.328 -7.237
C -4.390 -1.204 -3.568
C -5.249 -0.141 2.421
C 0.885 6.491 -1.831
C -0.493 0.146 0.204
C 0.967 0.325 0.709
C -4.495 -0.107 -2.518
C -2.033 4.436 3.319
C -1.568 2.758 -2.506
C 0.104 -0.727 -2.210
C -0.724 1.709 -6.667
C -0.458 1.797 -1.989
C -0.574 -1.001 -0.831
C -5.088 3.580 -1.037
C 3.314 -4.782 -1.919
C 6.417 0.521 -0.630
C 0.000 -6.246 -0.462
C 0.908 2.406 -2.081
C 0.620 -3.894 4.844
C -5.474 -0.214 0.882
C 2.286 4.001 1.768
H 0.581 -4.163 -0.872
H 1.263 6.888 0.185
H -0.039 -1.800 -0.318
H -0.511 -3.099 -4.128
H -7.004 -0.979 2.831
H 1.261 2.622 -3.090
H -1.574 2.759 -3.596
H 0.603 3.124 -6.192
H -5.972 -0.794 4.190
H 1.296 3.547 1.727
H 1.299 -0.622 1.134
H -3.346 -1.221 -3.880
H 0.317 3.267 3.118
H -1.418 0.228 -8.158
H 1.274 1.595 -6.753
H 6.419 -0.035 0.308
H 3.675 -1.670 3.476
H 4.305 -5.107 -2.233
H 0.827 -8.023 -0.765
H 3.182 -5.081 -0.879
H -1.126 0.832 7.282
H 4.098 0.823 0.051
H -0.698 -4.363 0.352
H -2.957 -1.576 6.655
H -1.313 -0.294 -6.475
H -1.528 -1.188 1.575
H 0.889 -4.712 0.782
H -2.596 2.509 -2.240
H -6.333 0.487 -3.199
H 0.948 3.314 -1.479
H -2.218 0.172 8.305
H -3.777 4.572 -2.277
H -4.859 -0.910 0.312
H -1.457 3.810 -2.245
H -5.715 1.379 -1.890
H 2.391 5.999 -3.241
H 5.038 -1.936 1.584
H 5.867 2.126 0.189
H 0.059 -6.074 -5.931
H 1.660 1.699 -1.730
H 1.070 -3.975 -4.029
H -5.329 4.152 -2.928
H -1.188 -1.424 6.490
H 2.876 6.063 -1.551
H -5.299 0.790 0.496
H 2.663 2.977 -0.058
H -4.500 -2.226 -3.204
H 3.965 3.906 0.498
H 2.046 -3.857 6.386
H 7.341 0.200 -1.110
H -0.038 -1.587 -2.865
H 3.245 -1.577 -0.942
H -2.810 4.773 4.005
H 5.343 -0.570 -2.038
H -1.520 0.349 -3.203
H -0.127 1.685 3.730
H -6.533 -0.431 0.741
H -0.496 -4.856 -3.977
H 0.929 1.055 1.517
H -5.025 -0.888 -4.395
H -1.384 -0.307 4.579
H 5.940 -3.045 2.609
H -1.231 0.341 2.284
H 2.573 -3.042 5.002
H 0.149 -0.084 -7.412
H 1.182 -0.606 -2.107
H 2.538 -5.323 -2.460
H -2.451 4.457 2.312
H -4.031 2.772 0.542
H 0.101 -5.298 -7.450
H -2.541 0.104 1.058
H -0.008 0.636 -3.786
H 5.002 1.183 -2.089
H 0.613 -2.285 3.613
H 2.478 7.642 -2.366
H -3.027 2.087 7.401
H -0.404 6.542 -0.222
H 2.185 5.026 1.413
H -4.791 4.372 1.020
H 3.670 -4.084 3.217
H -1.597 -1.335 -1.003
H 1.931 -6.757 -0.145
H 4.376 -4.514 1.560
H 1.693 0.657 -0.034
H 2.415 -2.593 2.206
H -0.852 -3.152 3.653
H 2.329 -4.919 4.963
H -3.384 4.355 -0.034
H 2.840 -3.012 -0.110
H -1.271 5.195 3.493
*
```

Properties
largest force on an atom	8.25	eV/A
HOMO-LUMO gap (spin up / spin down)	2.77 / 2.77	eV
highest occupied orbital energy (spin up / spin down)	-1.89 / -1.89	eV
electronic energy	-114144.913	eV

Results of the Mulliken charge analysis, in e, for atoms 1 through 2: S 1.224; O 0.055

---

No. 5
# C34H38F5MoN3O2SSi

A molecular structure, C34H38F5MoN3O2SSi (wB97M-V/def2-TZVPD, the Open Molecules 2025 dataset).

Geometry as ORCA input:
```
! wB97M-V def2-TZVPD RIJCOSX def2/J DEFGRID3
* xyz 2 3
Mo 0.187 0.991 0.812
S 2.459 -0.511 2.951
Si -1.119 -1.406 -1.437
F 4.735 3.136 -2.938
F 3.282 4.974 -1.562
F 1.367 4.202 0.125
F 2.306 -0.311 -0.914
F 4.241 0.485 -2.585
O -0.453 -0.261 -0.364
O 1.823 0.521 1.976
N -0.093 2.735 2.183
N -1.399 0.305 2.371
N -1.685 1.997 0.154
C -0.543 -4.327 1.430
C 3.693 0.474 3.843
C -1.576 3.461 0.330
C -1.524 -5.265 1.133
C 0.638 -0.417 -3.428
C 1.797 -1.782 -5.025
C -2.654 0.161 1.594
C -2.288 -3.889 -0.684
C 3.509 1.393 -1.951
C 5.024 -0.675 2.162
C -1.114 3.744 1.749
C -0.439 -3.175 0.666
C 5.032 -0.227 3.621
C 1.244 -2.918 -4.457
C -3.935 -0.928 -1.256
C -0.347 2.212 3.552
C 1.494 -0.527 -4.511
C 1.676 1.912 -0.416
C 3.693 -1.395 1.965
C -4.101 0.372 -3.698
C -2.393 -5.047 0.075
C -2.874 -0.095 -3.241
C 3.017 3.682 -1.435
C 2.008 3.242 -0.595
C -2.763 -0.745 -2.006
C 0.073 -1.553 -2.838
C -5.242 0.190 -2.932
C 2.492 1.018 -1.096
C 0.389 -2.805 -3.368
C 3.765 2.745 -2.131
C -1.524 1.249 3.513
C -2.921 1.423 0.784
C -1.312 -2.931 -0.401
C -5.161 -0.465 -1.710
H -3.647 1.195 0.003
H -4.166 0.862 -4.660
H 0.557 1.698 3.876
H -6.055 -0.634 -1.124
H 3.309 -1.425 0.945
H -0.700 4.748 1.817
H 0.350 -2.459 0.891
H -0.028 -3.702 -2.925
H -2.526 -0.698 0.939
H 3.704 -2.410 2.367
H -0.849 3.824 -0.390
H -2.529 3.955 0.130
H 2.463 -1.871 -5.873
H -0.540 3.029 4.251
H -2.978 -3.733 -1.506
H 5.092 0.185 1.493
H 0.144 -4.508 2.248
H -3.508 -0.035 2.247
H -1.603 0.713 4.458
H -1.998 0.035 -3.864
H -1.135 -0.615 2.712
H -3.905 -1.479 -0.321
H 3.388 0.580 4.881
H 1.921 0.360 -4.962
H -3.357 2.202 1.410
H 0.408 0.572 -3.039
H 3.661 1.442 3.338
H 1.479 -3.894 -4.859
H 5.852 -1.343 1.931
H -1.948 3.692 2.449
H -6.199 0.542 -3.295
H -3.154 -5.780 -0.158
H 0.818 3.193 2.173
H -1.604 -6.169 1.722
H -1.722 1.793 -0.843
H -2.455 1.803 3.395
H 5.125 -1.090 4.284
H 5.851 0.452 3.851
*
```

Properties
largest force on an atom	0.46	eV/A
HOMO-LUMO gap (spin up / spin down)	7.01 / 7.28	eV
highest occupied orbital energy (spin up / spin down)	-13.60 / -13.60	eV
electronic energy	-78584.557	eV

Results of the Mulliken charge analysis, in e, for atoms 1 through 2: Mo -0.975; S 0.237

---

No. 6
# C18H38Br9N5O5

A molecular structure, C18H38Br9N5O5 (wB97M-V/def2-TZVPD, the Open Molecules 2025 dataset).

Geometry as ORCA input:
```
! wB97M-V def2-TZVPD RIJCOSX def2/J DEFGRID3
* xyz 0 1
Br -22.003 27.811 -1.447
Br -27.441 23.960 2.760
Br -23.641 27.469 1.214
Br -21.378 28.478 5.237
Br -27.158 26.853 4.015
Br -23.478 26.135 4.811
Br -20.377 25.523 4.765
Br -27.376 26.511 0.887
Br -25.103 28.185 -1.490
O -25.460 26.010 -7.242
O -24.463 23.037 -3.224
O -19.927 32.321 3.129
O -23.674 31.894 -0.140
O -24.968 33.405 -4.670
N -21.386 31.540 1.584
N -25.099 24.637 -1.769
N -24.349 31.275 -5.082
N -24.828 25.223 -5.206
N -24.402 33.228 -1.813
C -21.569 33.855 2.311
C -21.743 26.818 4.374
C -25.563 33.719 -1.117
C -23.519 32.382 -1.269
C -24.166 23.825 -2.340
C -26.497 24.352 -2.015
C -24.439 32.578 -5.407
C -20.856 32.519 2.360
C -25.325 25.076 -6.468
C -23.862 32.974 -6.734
C -25.792 23.693 -6.825
C -22.755 24.000 -1.827
C -22.308 32.037 -2.105
C -24.330 26.454 -4.713
C -24.975 30.700 -3.908
C -23.505 28.439 -0.423
C -20.864 30.208 1.639
C -26.756 25.734 2.531
H -22.066 30.983 -1.990
H -23.533 34.007 -6.638
H -26.335 32.948 -1.046
H -21.827 34.138 3.327
H -25.473 31.434 -3.288
H -24.112 30.632 -5.819
H -25.739 29.960 -4.185
H -24.945 26.852 -3.898
H -23.067 32.350 -7.130
H -21.299 29.628 0.831
H -21.998 23.731 -2.559
H -24.833 25.265 -1.031
H -26.690 23.328 -1.655
H -25.333 23.415 -7.778
H -24.680 33.010 -7.460
H -23.430 29.507 -0.245
H -21.101 29.755 2.605
H -25.481 22.912 -6.130
H -22.550 25.019 -1.505
H -23.322 26.324 -4.304
H -21.481 32.623 -1.698
H -26.771 24.280 -3.065
H -21.697 26.989 3.311
H -25.307 34.049 -0.114
H -24.267 27.247 -5.452
H -27.212 24.927 -1.437
H -24.260 30.097 -3.349
H -19.779 30.217 1.537
H -24.900 24.450 -4.558
H -22.451 32.279 -3.156
H -24.347 33.418 -2.809
H -22.446 33.834 1.665
H -20.874 34.611 1.941
H -25.686 25.637 2.428
H -26.866 23.680 -6.996
H -22.638 23.301 -0.994
H -25.967 34.556 -1.679
H -22.158 31.765 0.965
*
```

Properties
largest force on an atom	1.84	eV/A
HOMO-LUMO gap	8.65	eV
highest occupied orbital energy	-9.21	eV
electronic energy	-667354.801	eV

Results of the Mulliken charge analysis, in e, for atoms 1 through 2: Br -0.034; Br -0.017

---

No. 7
# C3H2N4O

C3H2N4O in the gas phase (wB97M-V/def2-TZVPD, the Open Molecules 2025 dataset).

Geometry as ORCA input:
```
! wB97M-V def2-TZVPD RIJCOSX def2/J DEFGRID3
* xyz 0 1
O -0.179 2.336 0.008
N 3.282 0.064 0.293
N 0.281 -1.256 -0.225
N 2.087 0.178 -0.240
N -1.242 0.228 0.004
C 0.764 0.021 -0.362
C -0.160 1.077 -0.087
C -0.981 -1.189 0.216
H -1.718 -1.924 0.176
H -2.133 0.464 0.217
*
```

Properties
largest force on an atom	12.56	eV/A
relative energy (zero: lowest compared OMol25 entry of this formula, charge and spin)	61.8	kcal per mole
HOMO-LUMO gap	7.58	eV
highest occupied orbital energy	-9.03	eV
electronic energy	-11146.593	eV

Results of the natural (NBO) charge analysis, in e, for atoms 1 through 2: O -0.579; N 0.095

---

No. 8
# C5H8N2S

A molecular structure, C5H8N2S (wB97M-V/def2-TZVPD, the Open Molecules 2025 dataset).

Geometry as ORCA input:
```
! wB97M-V def2-TZVPD RIJCOSX def2/J DEFGRID3
* xyz 0 1
S -0.193 2.522 -0.115
N -0.791 -0.303 -0.251
N -2.089 -0.645 0.220
C 1.062 -0.120 -0.495
C -0.224 0.896 -0.460
C 0.310 -1.273 -0.333
C -2.990 0.282 0.245
C 2.149 0.162 0.631
H 0.209 -1.915 -1.319
H 0.580 -1.720 0.707
H 1.630 -0.040 -1.394
H 2.893 0.922 0.095
H -4.041 0.247 0.099
H 1.440 0.581 1.599
H 2.689 -0.885 0.746
H -2.634 1.289 0.027
*
```

Properties
largest force on an atom	8.40	eV/A
relative energy (zero: lowest compared OMol25 entry of this formula, charge and spin)	128.1	kcal per mole
HOMO-LUMO gap	8.27	eV
highest occupied orbital energy	-8.28	eV
electronic energy	-19124.866	eV

Results of the natural (NBO) charge analysis, in e, for atoms 1 through 2: S -0.111; N -0.255

---

No. 9
# C11H15BrF10NiO2S

A molecular structure, C11H15BrF10NiO2S (wB97M-V/def2-TZVPD, the Open Molecules 2025 dataset).

Geometry as ORCA input:
```
! wB97M-V def2-TZVPD RIJCOSX def2/J DEFGRID3
* xyz 2 3
Br 3.129 1.133 -4.459
Ni 2.613 2.764 0.054
S -2.680 -3.201 0.175
F -3.147 -4.661 -0.106
F 1.916 -1.127 -0.221
F -4.263 -0.571 -0.091
F -4.009 -2.925 0.955
F -1.328 -3.495 -0.611
F -0.827 -1.246 0.208
F -3.333 -2.725 -1.173
F -2.564 -0.214 -1.427
F -1.972 -3.673 1.514
F -2.245 -1.227 1.911
O 1.742 0.140 -2.293
O 3.881 -0.450 -2.473
C -1.347 1.476 0.975
C -0.529 2.204 -0.096
C 2.928 0.196 -2.871
C 3.431 -0.551 1.892
C 1.808 0.182 0.168
C 3.126 0.568 0.883
C -2.138 -1.411 0.564
C 1.426 0.988 -1.118
C -2.753 1.099 0.517
C -2.944 -0.279 -0.113
C -0.029 1.336 -1.260
H 2.493 -0.839 2.356
H 1.010 0.221 0.899
H 4.078 -0.203 2.683
H 3.819 -1.419 1.386
H -3.428 1.151 1.361
H -1.454 2.182 1.793
H 0.346 2.639 0.430
H -1.102 3.036 -0.481
H -0.122 1.901 -2.185
H 2.978 1.475 1.522
H -0.579 0.415 -1.418
H 2.048 1.928 -1.228
H -0.802 0.646 1.398
H 3.962 0.745 0.200
H -3.142 1.790 -0.221
*
```

Properties
largest force on an atom	1.67	eV/A
HOMO-LUMO gap (spin up / spin down)	7.98 / 3.73	eV
highest occupied orbital energy (spin up / spin down)	-16.95 / -16.95	eV
electronic energy	-164816.035	eV

Results of the natural (NBO) charge analysis, in e, for atoms 1 through 2: Br 0.498; Ni 0.940